C29H31As2NO5RhSe | ωB97M-V/def2-TZVPD

- ΔE to the lowest compared entry with this formula, charge and spin: 0.0 kcal/mol
- Electronic energy: -8537.6922 Eh
- Gap between HOMO and LUMO (alpha / beta): 8.890 / 7.162 eV

```
! wB97M-V def2-TZVPD RIJCOSX def2/J DEFGRID3
* xyz 1 5
Rh -9.930 4.773 -14.477
Se -12.256 6.387 -15.126
As -10.616 4.338 -12.051
As -13.684 3.347 -14.171
O -12.042 4.691 -15.389
O -12.944 6.595 -13.708
O -9.343 3.309 -15.951
O -12.815 7.100 -16.478
O -10.537 6.690 -14.805
N -9.786 2.347 -17.957
C -17.830 3.198 -13.908
C -6.872 2.769 -10.908
C -11.908 1.189 -14.979
C -9.174 3.556 -10.986
C -11.847 8.146 -9.548
C -8.442 1.866 -18.179
C -13.206 1.656 -14.966
C -14.179 0.894 -15.706
C -11.950 5.778 -9.846
C -11.525 0.071 -15.766
C -16.499 2.814 -13.743
C -17.218 4.719 -15.694
C -13.797 -0.176 -16.503
C -10.784 7.116 -11.444
C -15.569 3.546 -14.428
C -12.021 3.066 -11.704
C -7.854 3.580 -11.446
C -13.421 3.347 -12.250
C -11.245 5.907 -11.053
C -10.122 3.078 -16.914
C -9.486 2.635 -9.954
C -11.048 8.239 -10.688
C -8.500 1.792 -9.422
C -18.193 4.118 -14.888
C -12.305 6.929 -9.144
C -12.464 -0.644 -16.467
C -15.889 4.501 -15.357
C -10.798 1.966 -18.904
C -7.192 1.832 -9.953
H -12.141 2.956 -10.632
H -10.715 9.235 -10.945
H -11.092 3.424 -16.818
H -8.539 0.852 -18.493
H -12.865 6.791 -8.224
H -14.618 -0.788 -17.065
H -15.218 1.212 -15.762
H -13.817 4.327 -11.989
H -10.094 7.233 -12.270
H -10.473 2.542 -9.567
H -12.224 4.831 -9.444
H -7.963 2.439 -18.972
H -11.787 2.302 -18.635
H -10.756 0.891 -18.943
H -17.502 5.341 -16.560
H -10.525 -0.397 -15.807
H -8.755 1.143 -8.617
H -7.655 4.204 -12.377
H -6.452 1.060 -9.615
H -12.139 9.050 -8.956
H -5.843 2.846 -11.254
H -18.628 2.691 -13.377
H -10.477 2.349 -19.900
H -11.694 2.070 -12.059
H -19.260 4.358 -15.081
H -16.270 2.023 -13.099
H -7.855 1.939 -17.260
H -15.094 5.082 -15.785
H -11.138 1.696 -14.393
H -12.238 -1.488 -17.035
H -13.978 2.518 -11.854
*
```

Want to see where the charge sits? The natural (NBO) charges in e are: 1.15, 2.69, 0.93, 1.46, -1.09, -1.01, -0.73, -0.94, -1.00, -0.36, -0.19, -0.22, -0.16, -0.37, -0.19, -0.42, -0.43, -0.19, -0.25, -0.23, -0.25, -0.18, -0.20, -0.24, -0.30, -0.74, -0.19, -0.73, -0.21, 0.54, -0.14, -0.18, -0.22, -0.18, -0.20, -0.19, -0.23, -0.40, -0.18, 0.24, 0.23, 0.19, 0.21, 0.22, 0.24, 0.23, 0.27, 0.23, 0.19, 0.20, 0.22, 0.23, 0.21, 0.24, 0.23, 0.22, 0.21, 0.23, 0.23, 0.23, 0.23, 0.21, 0.24, 0.23, 0.22, 0.24, 0.23, 0.21, 0.22, 0.25



C12H17BrNO4 | ωB97M-V/def2-TZVPD

- Electronic energy: -3396.8921 Eh
- Gap between HOMO and LUMO: 7.656 eV

```
! wB97M-V def2-TZVPD RIJCOSX def2/J DEFGRID3
* xyz 1 1
Br -0.572 -4.323 -2.879
O 2.454 1.782 1.795
O -2.861 -3.746 -0.293
O 1.863 -4.265 -1.120
O -0.928 0.054 -0.090
N 1.182 3.682 1.530
C 3.276 3.310 0.105
C 2.403 2.788 1.188
C 1.218 4.138 2.967
C -3.321 -1.437 -1.049
C -2.157 -1.613 -2.039
C 1.290 -3.211 -1.055
C -0.051 -2.969 -1.703
C 1.880 -2.068 -0.303
C -0.806 -1.892 -1.440
C -3.331 -2.460 0.090
C -0.258 -0.877 -0.495
C 1.148 -0.997 -0.042
H 4.255 2.847 0.200
H 2.840 3.018 -0.855
H 0.358 3.087 1.395
H -4.335 -2.526 0.523
H 3.368 4.395 0.125
H 2.903 -2.194 0.036
H -3.288 -0.436 -0.614
H -3.475 -4.134 -0.927
H 0.359 4.778 3.144
H 1.100 4.480 0.899
H 2.142 4.684 3.134
H -2.072 -0.698 -2.638
H -4.253 -1.506 -1.620
H 1.178 3.250 3.589
H -2.387 -2.419 -2.733
H -2.656 -2.135 0.889
H 1.522 -0.159 0.536
*
```

Want to see where the charge sits? The natural (NBO) charges in e are: 0.15, -0.43, -0.72, -0.45, -0.55, -0.59, -0.75, 0.73, -0.42, -0.42, -0.44, 0.47, -0.11, -0.19, -0.09, -0.07, 0.52, -0.26, 0.29, 0.28, 0.46, 0.18, 0.25, 0.24, 0.23, 0.47, 0.25, 0.44, 0.24, 0.23, 0.21, 0.25, 0.24, 0.17, 0.21



C4H14O3 | ωB97M-V/def2-TZVPD

- ΔE to the lowest compared entry with this formula, charge and spin: 27.3 kcal/mol
- Electronic energy: -386.4833 Eh
- SMILES string: C=C(C)C.O.O.O
- Gap between HOMO and LUMO: 9.984 eV

```
! wB97M-V def2-TZVPD RIJCOSX def2/J DEFGRID3
* xyz 0 1
O -3.478 3.667 -4.288
O -1.720 0.753 -2.935
O 2.081 2.494 2.076
C 0.998 -2.211 1.518
C 0.181 -1.376 0.580
C 1.924 -3.079 1.154
C 0.754 -1.905 2.978
H 0.592 -1.347 -0.435
H 2.457 -3.622 1.937
H 2.314 2.056 2.900
H 1.576 -1.283 3.359
H 0.695 -2.793 3.607
H 0.134 -0.334 0.884
H -2.569 3.322 -4.287
H 2.667 3.227 1.888
H -1.676 0.767 -1.974
H -0.138 -1.287 3.172
H -0.832 -1.758 0.479
H -4.022 2.932 -4.585
H -1.498 -0.146 -3.195
H 2.168 -3.284 0.114
*
```

Want to see where the charge sits? The natural (NBO) charges in e are: -0.94, -0.94, -0.95, 0.02, -0.65, -0.42, -0.65, 0.21, 0.19, 0.48, 0.22, 0.22, 0.22, 0.48, 0.48, 0.47, 0.21, 0.22, 0.47, 0.47, 0.20